One molecule with the formula C2H3N3OS in a non-equilibrium geometry. Source: OMol25; level of theory: ωB97M-V/def2-TZVPD.

Last columns: bonded neighbours and bond lengths (Å).
Cartesian coordinates (Å):
1 C 0.577 -1.033 -0.787  H3 1.065, H4 1.121, H5 1.143, N6 1.501
2 C -0.654 1.091 0.175  N6 1.289, N8 1.409, S10 1.698
3 H 1.606 -1.078 -0.514  C1 1.065
4 H -0.072 -1.910 -1.043  C1 1.121
5 H 0.457 -0.602 -1.839  C1 1.143
6 N -0.268 -0.134 0.068  C1 1.501, C2 1.289, O9 1.421
7 N -0.200 0.574 2.266  N8 1.314, O9 1.441
8 N -0.888 1.414 1.526  C2 1.409, N7 1.314
9 O 0.312 -0.402 1.338  N6 1.421, N7 1.441
10 S -0.868 2.079 -1.191  C2 1.698

Values from the calculation:
ΔE to the lowest compared entry with this formula, charge and spin in kJ/mol: 428.66
Strongest force on any atom in eV/Å: 5.8
Kohn-Sham gap in eV: 7.72
Structure (SMILES): Cn1onnc1=S
DFT total energy in eV: -19470.644

---

A 3-piece molecular cluster, C2H3N3S overall in a non-equilibrium geometry. Source: OMol25; level of theory: ωB97M-V/def2-TZVPD.

Last columns: bonded neighbours and bond lengths (Å).
Cartesian coordinates (Å):
1 C -0.190 -0.581 2.367  C2 1.408, N4 1.235, S6 1.798
2 C -1.452 -0.132 2.803  C1 1.408, N3 1.213, S6 1.814
3 N -2.640 -0.102 2.565  C2 1.213, H8 1.011
4 N 0.566 -0.250 1.447  C1 1.235, N5 1.112
5 N 1.249 -0.433 0.589  N4 1.112
6 S -0.151 0.029 4.057  C1 1.798, C2 1.814
7 H 0.327 -1.306 -0.419  no bonds
8 H -3.243 0.407 3.197  N3 1.011
9 H -0.362 -1.859 -0.607  no bonds

Values from the calculation:
ΔE to the lowest compared entry with this formula, charge and spin in kJ/mol: 542.20
Strongest force on any atom in eV/Å: 4.6
Kohn-Sham gap in eV: 7.95
DFT total energy in eV: -17422.177

---

One molecule with the formula C2H3N3S in a non-equilibrium geometry. Source: OMol25; level of theory: ωB97M-V/def2-TZVPD.

Last columns: bonded neighbours and bond lengths (Å).
Cartesian coordinates (Å):
1 C -0.180 0.195 -0.932  C2 1.352, N3 1.337, H7 1.019
2 C 0.467 -0.911 -0.499  C1 1.352, N4 1.452, H8 1.086
3 N -0.905 0.727 0.057  C1 1.337, N5 1.388, H9 1.020
4 N 0.321 -0.911 0.946  C2 1.452, N5 1.375, S6 1.767
5 N -0.589 0.076 1.241  N3 1.388, N4 1.375, S6 1.792
6 S 1.045 0.379 1.913  N4 1.767, N5 1.792
7 H -0.205 0.471 -1.912  C1 1.019
8 H 1.014 -1.771 -0.873  C2 1.086
9 H -0.967 1.745 0.058  N3 1.020

Values from the calculation:
ΔE to the lowest compared entry with this formula, charge and spin in kJ/mol: 394.98
Strongest force on any atom in eV/Å: 3.9
Kohn-Sham gap in eV: 8.43
Structure (SMILES): c1cn2sn2[nH]1
DFT total energy in eV: -17423.703

---

One molecule with the formula C2H3N3S in a non-equilibrium geometry. Source: OMol25; level of theory: ωB97M-V/def2-TZVPD.

Last columns: bonded neighbours and bond lengths (Å).
Cartesian coordinates (Å):
1 C 0.214 0.027 -0.063  N6 1.211, N8 1.407, S9 1.791
2 C -1.748 -0.754 -0.047  H4 1.174, N6 1.422, N7 1.336
3 H 2.033 -1.294 0.717  S9 1.533
4 H -2.500 -1.608 0.242  C2 1.174
5 H -0.597 2.179 0.008  N8 1.126
6 N -0.359 -1.034 -0.174  C1 1.211, C2 1.422
7 N -2.022 0.528 0.213  C2 1.336, N8 1.443
8 N -0.730 1.069 -0.130  C1 1.407, H5 1.126, N7 1.443
9 S 2.003 0.072 0.021  C1 1.791, H3 1.533

Values from the calculation:
ΔE to the lowest compared entry with this formula, charge and spin in kJ/mol: 184.93
Strongest force on any atom in eV/Å: 7.7
Kohn-Sham gap in eV: 9.85
Structure (SMILES): Sc1ncn[nH]1
DFT total energy in eV: -17425.880

---

One molecule with the formula C2H3N3S2 in a non-equilibrium geometry. Source: OMol25; level of theory: ωB97M-V/def2-TZVPD.

Last columns: bonded neighbours and bond lengths (Å).
Cartesian coordinates (Å):
1 C -0.758 -0.119 0.555  N6 1.341, N8 1.355, S9 1.752
2 C 1.353 -0.549 0.399  H4 1.180, N7 1.283, N8 1.320
3 H -2.374 0.507 -0.628  S9 1.314
4 H 2.325 -0.646 -0.264  C2 1.180
5 H 0.190 1.583 -1.698  S10 1.428
6 N -0.363 -0.755 1.668  C1 1.341, N7 1.450
7 N 1.062 -1.001 1.564  C2 1.283, N6 1.450
8 N 0.309 -0.115 -0.280  C1 1.355, C2 1.320, S10 1.680
9 S -2.183 0.898 0.612  C1 1.752, H3 1.314
10 S 0.438 0.196 -1.927  H5 1.428, N8 1.680

Values from the calculation:
ΔE to the lowest compared entry with this formula, charge and spin in kJ/mol: 161.93
Strongest force on any atom in eV/Å: 4.6
Kohn-Sham gap in eV: 9.78
Structure (SMILES): Sc1nncn1S
DFT total energy in eV: -28261.091

---

An isolated ion of composition C2H3N4O and charge +1 in a non-equilibrium geometry. Source: OMol25; level of theory: ωB97M-V/def2-TZVPD.

Last columns: bonded neighbours and bond lengths (Å).
Cartesian coordinates (Å):
1 C 1.572 -0.643 -0.173  C2 1.681, O7 1.157, H8 1.056
2 C 0.109 -0.208 0.533  C1 1.681, N5 1.338, N6 1.461, H9 1.132
3 N -0.997 1.517 -0.097  N4 1.382, N6 1.200
4 N -1.578 0.349 -0.552  N3 1.382, N5 1.268, H10 1.063
5 N -0.969 -0.672 -0.110  C2 1.338, N4 1.268
6 N 0.025 1.250 0.473  C2 1.461, N3 1.200
7 O 2.297 0.220 -0.435  C1 1.157
8 H 1.819 -1.666 -0.257  C1 1.056
9 H 0.275 -0.657 1.559  C2 1.132
10 H -2.554 0.511 -0.940  N4 1.063

Values from the calculation:
ΔE to the lowest compared entry with this formula, charge and spin in kJ/mol: 418.57
Strongest force on any atom in eV/Å: 3.3
Kohn-Sham gap (spin up / spin down) in eV: 8.69 / 8.69
Structure (SMILES): O=C[C@H]1N=N[NH+]=N1
DFT total energy in eV: -10118.409
Charge: +1